Entry 1:
The following is a DFT calculation (ωB97M-V/def2-TZVPD) of 8 unconnected molecules or ions with the total composition C10H35BrN13O7 in a non-equilibrium geometry.

As for the multiplicity: 1. The frontier orbital gap is 8.92 eV. Its total energy is -4214.88171 a.u. As for the total charge: -1. The calculation puts the energy above the lowest of the compared OMol25 structures with the same formula, charge and spin at 9.9 kcal per mole. For the HOMO energy, the calculation gives -6.466 eV.

Last column: natural (NBO) charge in e.
Atoms and positions in Å:
1 Br -0.703 0.110 -0.180  -0.87
2 C -0.466 -1.039 -4.285  0.77
3 O -0.005 0.094 -4.322  -0.63
4 N -0.493 -1.793 -5.436  -0.87
5 N -0.924 -1.687 -3.180  -0.88
6 H -0.134 -1.351 -6.259  0.41
7 H -0.864 -2.719 -5.370  0.37
8 H -0.848 -1.219 -2.274  0.44
9 H -1.174 -2.647 -3.285  0.37
10 C -0.337 -3.126 2.739  0.77
11 O -0.357 -4.256 3.229  -0.69
12 N 0.115 -2.861 1.479  -0.87
13 N -0.881 -2.037 3.354  -0.84
14 H -0.180 -1.993 1.028  0.42
15 H 0.274 -3.666 0.905  0.38
16 H -1.074 -1.999 4.334  0.40
17 H -0.767 -1.152 2.886  0.41
18 C 2.328 -2.880 -2.514  0.76
19 O 2.939 -1.980 -3.082  -0.65
20 N 2.528 -4.188 -2.825  -0.86
21 N 1.496 -2.664 -1.471  -0.84
22 H 1.988 -4.945 -2.443  0.37
23 H 3.110 -4.514 -3.572  0.40
24 H 1.268 -1.727 -1.165  0.44
25 H 1.143 -3.422 -0.926  0.37
26 C -4.214 -2.374 0.005  0.77
27 O -5.382 -2.790 0.127  -0.71
28 N -3.798 -1.203 0.517  -0.86
29 N -3.351 -2.995 -0.833  -0.85
30 H -2.884 -0.817 0.305  0.42
31 H -4.566 -0.653 0.860  0.40
32 H -2.475 -2.596 -1.123  0.39
33 H -3.676 -3.768 -1.381  0.39
34 C 0.884 4.119 -0.674  0.77
35 O 1.057 3.729 -1.811  -0.61
36 N 0.552 3.307 0.380  -0.87
37 N 0.935 5.449 -0.327  -0.87
38 H 0.535 3.680 1.306  0.37
39 H 0.555 2.301 0.214  0.43
40 H 1.184 6.108 -1.040  0.40
41 H 1.033 5.702 0.636  0.37
42 C -2.894 2.553 -2.942  0.76
43 O -1.712 2.774 -3.125  -0.61
44 N -3.388 2.070 -1.770  -0.85
45 N -3.842 2.747 -3.903  -0.86
46 H -2.860 1.620 -1.032  0.43
47 H -4.351 1.789 -1.800  0.36
48 H -4.754 2.339 -3.842  0.37
49 H -3.543 2.994 -4.828  0.40
50 C 2.487 -0.183 2.503  -0.63
51 C 1.889 0.910 3.344  -0.07
52 C 2.538 2.279 3.118  -0.08
53 O 3.919 2.260 3.454  -0.54
54 C 4.199 2.440 4.828  -0.25
55 N 0.418 0.956 3.187  -0.86
56 H 3.566 -0.253 2.641  0.22
57 H 2.280 -0.083 1.433  0.22
58 H 2.029 -1.139 2.765  0.23
59 H 1.992 0.621 4.396  0.17
60 H 2.017 3.067 3.674  0.14
61 H 2.449 2.529 2.059  0.20
62 H 3.417 2.997 5.342  0.17
63 H 5.182 2.911 4.899  0.18
64 H 4.382 1.459 5.282  0.17
65 H 0.094 1.835 3.581  0.34
66 H 0.121 0.966 2.212  0.38

Force components x, y, z for each atom (eV/Å):
Br -0.006 -0.292 0.153
C 1.200 1.327 -0.645
O -0.613 -0.734 0.423
N -0.423 -0.223 0.641
N -0.258 0.565 0.172
H -0.036 -0.264 -0.143
H 0.100 -0.153 -0.725
H -0.032 -0.230 -0.422
H -0.025 -0.216 0.425
C -1.160 -0.903 0.603
O 0.496 0.473 -0.129
N 0.210 0.392 -0.157
N 0.203 0.457 -0.552
H 0.177 -0.243 -0.067
H -0.104 -0.132 0.077
H 0.096 -0.391 0.084
H 0.038 0.270 0.291
C 1.307 1.501 -0.349
O -0.547 -0.620 0.109
N -0.259 -1.938 -0.120
N -0.475 0.014 0.454
H -0.224 0.331 0.285
H 0.235 0.806 -0.187
H 0.165 -0.007 -0.210
H -0.006 -0.085 0.019
C -2.105 -0.112 -1.188
O 1.142 0.233 0.354
N -0.142 0.017 0.485
N 1.134 -0.716 -0.366
H -0.076 0.206 0.112
H 0.349 0.207 0.223
H -0.084 0.280 0.245
H -0.288 -0.042 0.223
C -0.156 -0.427 -0.596
O 0.119 0.236 0.496
N 0.251 -0.363 -0.435
N -0.098 0.350 0.104
H -0.093 -0.175 0.208
H -0.158 0.405 0.086
H 0.126 -0.077 0.017
H 0.046 0.244 0.024
C 2.171 -0.539 0.243
O -0.624 0.324 -0.078
N -1.433 -0.249 0.748
N -0.944 0.441 -0.779
H 0.641 0.279 -0.623
H -0.086 -0.082 0.215
H -0.054 -0.100 0.109
H 0.304 -0.035 0.142
C -0.087 -0.576 -0.370
C -0.918 0.135 0.519
C 0.226 -0.649 -0.174
O -0.217 0.624 -0.155
C 0.727 -0.879 -0.446
N 0.145 0.438 -0.253
H -0.006 0.044 0.025
H 0.034 0.386 0.018
H 0.120 -0.007 0.172
H 0.474 0.150 0.066
H -0.046 -0.013 0.220
H 0.231 -0.002 -0.046
H 0.066 0.059 0.123
H -0.231 0.491 -0.003
H -0.528 0.007 0.307
H -0.200 -0.128 0.078
H 0.207 -0.093 -0.083


Entry 2:
The following is a DFT calculation (ωB97M-V/def2-TZVPD) of a molecular structure, C10H36BBeF4N12O10 in a non-equilibrium geometry.

As for the multiplicity: 1. The frontier orbital gap is 8.69 eV. Its total energy is -2251.55734 a.u. As for the total charge: +1. The calculation puts the energy above the lowest of the compared OMol25 structures with the same formula, charge and spin at 24.1 kcal per mole. For the HOMO energy, the calculation gives -11.278 eV.

Last column: Mulliken charge in e.
Atoms and positions in Å:
1 Be 2.077 -0.650 -1.872  0.23
2 B -0.554 0.186 2.993  0.38
3 F 0.405 1.084 3.657  -0.47
4 F -1.732 0.249 3.698  -0.32
5 F -0.708 0.512 1.594  -0.21
6 F -0.106 -1.184 3.108  -0.48
7 C 1.755 -1.927 0.388  0.72
8 O 2.089 -1.860 -0.883  -0.24
9 N 0.633 -2.618 0.780  -0.26
10 N 2.492 -1.358 1.272  -0.04
11 H 0.533 -2.690 1.792  0.16
12 H 0.027 -3.090 0.105  0.21
13 H 3.276 -0.798 0.941  0.16
14 H 2.091 -1.135 2.183  0.03
15 C 4.013 -0.858 -3.617  0.69
16 O 3.596 -0.430 -2.549  -0.18
17 N 3.746 -0.086 -4.730  -0.41
18 N 4.726 -1.946 -3.754  -0.36
19 H 3.047 0.630 -4.611  0.22
20 H 3.770 -0.460 -5.681  0.23
21 H 5.187 -2.319 -4.563  0.19
22 H 4.966 -2.475 -2.911  0.26
23 C -3.772 -5.327 2.789  0.55
24 O -3.690 -6.566 2.651  -0.62
25 N -2.784 -4.614 3.428  -0.41
26 N -4.917 -4.664 2.265  -0.46
27 H -1.929 -5.213 3.403  0.25
28 H -2.595 -3.626 3.344  0.23
29 H -5.433 -5.329 1.736  0.26
30 H -4.664 -3.744 1.898  0.21
31 C 4.457 -0.253 3.299  0.78
32 O 4.337 0.446 2.296  -0.70
33 N 3.397 -0.611 4.059  -0.39
34 N 5.723 -0.695 3.647  -0.42
35 H 2.530 -0.093 4.025  0.20
36 H 3.536 -1.239 4.852  0.16
37 H 5.927 -1.307 4.375  0.14
38 H 6.517 -0.317 3.126  0.25
39 C 0.010 -1.366 -3.789  0.61
40 O 1.082 -0.797 -3.431  -0.36
41 N -0.251 -1.661 -5.003  -0.39
42 N -1.024 -1.474 -2.924  -0.21
43 H 0.303 -1.569 -5.856  0.23
44 H -1.017 -2.343 -5.192  0.20
45 H -1.084 -0.985 -2.074  0.08
46 H -1.877 -1.875 -3.283  0.16
47 C 1.521 2.115 -0.737  0.47
48 O 1.784 0.987 -1.175  -0.64
49 N 2.158 2.607 0.326  -0.39
50 N 0.594 2.769 -1.478  -0.31
51 H 2.668 2.008 0.932  0.18
52 H 1.710 3.247 0.928  0.29
53 H 0.086 2.199 -2.115  0.14
54 H 0.129 3.678 -1.307  0.29
55 C -2.422 5.230 0.343  -0.40
56 C -1.882 4.952 1.739  -0.04
57 O -2.872 5.222 2.710  -0.54
58 O -1.653 4.526 -0.643  -0.55
59 H -2.356 6.272 0.161  0.33
60 H -3.467 4.870 0.229  0.27
61 H -0.957 5.486 1.974  0.27
62 H -1.625 3.908 1.888  0.04
63 H -2.383 5.346 3.518  0.32
64 H -1.692 3.579 -0.338  0.24
65 C -4.024 1.145 -2.132  -0.55
66 C -3.787 1.135 -0.699  -0.19
67 O -2.345 1.136 -0.466  -0.27
68 O -3.794 -0.082 -2.855  -0.47
69 H -3.350 1.954 -2.550  0.20
70 H -5.050 1.487 -2.395  0.39
71 H -4.196 0.274 -0.188  0.35
72 H -4.209 2.026 -0.219  0.31
73 H -2.176 1.041 0.469  0.14
74 H -4.520 -0.674 -2.899  0.29

Force components x, y, z for each atom (eV/Å):
Be 0.102 1.549 -0.463
B 0.392 0.323 1.027
F -0.543 -1.217 -1.358
F -0.305 0.290 -0.491
F 0.343 -0.120 1.105
F 0.611 0.544 -0.416
C -2.498 -1.536 -2.471
O -0.951 -0.101 1.075
N 1.824 0.673 -0.566
N 0.749 1.144 1.091
H -0.669 -0.030 -0.549
H 0.597 0.405 0.613
H -0.193 -0.028 0.466
H 0.345 -0.229 -0.215
C -0.622 1.909 -3.366
O -1.021 -0.108 2.438
N 0.172 -0.837 -0.492
N 1.248 -2.259 1.262
H 0.093 -0.069 0.303
H 0.303 0.038 0.713
H -0.236 0.575 -0.494
H -0.368 0.561 -0.353
C -1.144 -1.970 -1.253
O 0.063 2.293 0.582
N 1.317 -1.224 -0.369
N 2.589 0.635 1.565
H -1.051 0.943 0.407
H -0.509 -0.049 -0.095
H -0.426 0.021 -0.686
H -0.815 -0.568 -0.114
C 1.332 0.391 -0.350
O -0.336 0.316 -0.174
N 0.193 -1.056 1.022
N -0.552 1.111 -1.413
H 0.056 0.181 -0.090
H -0.188 0.583 -0.408
H 0.112 -0.899 1.329
H -0.833 -0.267 0.212
C 0.427 2.758 4.296
O 0.657 -0.344 0.682
N -1.791 -3.036 -5.202
N 0.095 -1.716 -1.358
H 0.452 0.261 1.205
H 0.699 1.180 0.397
H 0.188 0.706 1.093
H -0.108 0.418 0.308
C -1.246 -0.144 -1.039
O 1.037 -3.080 -0.416
N -0.162 0.618 0.165
N -0.228 1.929 0.954
H 0.755 -1.184 -0.145
H -0.834 1.255 0.061
H -0.056 -0.495 -0.308
H 0.814 -0.689 0.388
C -0.263 -1.415 0.238
C -0.057 -0.558 0.444
O -0.226 0.545 -0.284
O 0.243 -1.194 0.643
H -0.076 0.934 -0.514
H 0.407 0.502 0.491
H -0.048 0.377 -0.401
H 0.176 -0.625 -0.609
H -0.181 0.099 0.620
H -0.021 1.023 -0.624
C -0.916 0.994 -2.663
C 1.431 -0.060 2.055
O -0.834 0.251 -1.071
O 2.092 0.959 0.271
H -0.526 -1.156 0.098
H 0.475 -0.129 0.493
H -0.357 -0.368 0.006
H -0.133 -0.006 -0.279
H 0.309 -0.259 0.654
H -1.380 -0.270 0.328